The following is a DFT calculation (ωB97M-V/def2-TZVPD) of one molecule with the formula C4H4ClFS2 in a non-equilibrium geometry.

```
12
Properties=species:S:1:pos:R:3
C 0.13289 0.86744 0.71258
C -0.10444 -0.51117 0.18151
C 1.08367 -1.26985 -0.31709
C -1.31621 -1.12306 -0.14367
H 0.54672 3.22484 -0.56228
H -0.40072 1.32761 1.64847
H 1.32684 1.02886 0.89421
H 0.77266 -2.27613 -0.50184
F -1.38226 -2.28399 -0.69044
S -0.41570 1.98158 -0.75452
S 2.65393 -0.66916 -0.32333
Cl -2.89738 -0.29697 -0.14359
```

The total charge is 0. Its relative energy (zero: lowest compared OMol25 entry of this formula, charge and spin) is 146.1 kJ/mol. Its total energy is -41120.328 eV. Its LUMO energy is -1.202 eV. The multiplicity is 1. For the highest occupied orbital energy, the calculation gives -9.04 eV. As for the structure (SMILES): F/C(Cl)=C(\C=S)CS. The calculation puts the HOMO-LUMO gap at 7.8 eV.

Electronic structure analysis, Löwdin charges in units of e: number 1, C, carries -0.524; number 2, C, carries -0.431; number 3, C, carries -0.543; number 4, C, carries -0.656; number 5, H, carries -0.030; number 6, H, carries 0.100; number 7, H, carries 0.063; number 8, H, carries 0.048; number 9, F, carries 0.074; number 10, S, carries 0.542; number 11, S, carries 0.674; number 12, Cl, carries 0.683

The following is a DFT calculation (ωB97M-V/def2-TZVPD) of one molecule with the formula C4H4ClN3O3S in a non-equilibrium geometry.

```
16
Properties=species:S:1:pos:R:3
C 0.65716 2.41434 1.80562
C 0.50014 1.88353 0.58829
C -0.37947 0.54704 2.23737
C -0.75462 -0.27819 -0.00273
N 0.17106 1.53832 2.82744
N -0.23781 0.69318 0.84184
N -0.86410 -2.54335 -2.72261
O -1.51023 -1.10709 0.46733
O 0.76094 -0.86834 -3.36487
O -0.20562 -0.26901 -1.28001
S 0.15334 -1.52045 -2.27601
Cl 1.64636 -2.39248 -1.18875
H 1.19502 3.32553 1.94158
H 0.68375 2.32996 -0.38295
H -0.57950 -0.54886 2.56389
H -1.23642 -3.20413 -2.05544
```

The total charge is 0. Its total energy is -38180.789 eV. Its LUMO energy is -0.682 eV. The multiplicity is 1. For the highest occupied orbital energy, the calculation gives -10.11 eV. As for the structure (SMILES): N=[S@](=O)(Cl)OC(=O)n1ccnc1. The calculation puts the HOMO-LUMO gap at 9.4 eV.

Electronic structure analysis, Löwdin charges in units of e: number 1, C, carries -0.110; number 2, C, carries -0.026; number 3, C, carries -0.130; number 4, C, carries -0.478; number 5, N, carries 0.079; number 6, N, carries 0.006; number 7, N, carries -0.163; number 8, O, carries 0.116; number 9, O, carries -0.307; number 10, O, carries -0.181; number 11, S, carries 0.355; number 12, Cl, carries 0.405; number 13, H, carries 0.096; number 14, H, carries 0.128; number 15, H, carries 0.175; number 16, H, carries 0.036

The following is a DFT calculation (ωB97M-V/def2-TZVPD) of one molecule with the formula C4H4ClNO2 in a non-equilibrium geometry.

```
12
Properties=species:S:1:pos:R:3
C -1.01441 -0.62497 -0.01918
C 0.08083 -1.54584 -0.08774
C 1.24816 -0.60176 -0.05855
C 0.83072 0.71085 -0.08638
H -2.86064 -0.00778 0.14167
H 0.15678 -2.61345 -0.36855
H 1.03087 2.54636 0.34352
H -1.15080 1.50102 0.28937
N -0.55930 0.66313 0.00812
O -2.36581 -0.84611 -0.03156
O 1.65038 1.81882 -0.15829
Cl 2.95323 -1.00027 0.02758
```

The total charge is 0. Its relative energy (zero: lowest compared OMol25 entry of this formula, charge and spin) is 149.7 kJ/mol. Its total energy is -22318.540 eV. Its LUMO energy is 0.037 eV. The multiplicity is 1. For the highest occupied orbital energy, the calculation gives -7.63 eV. As for the structure (SMILES): Oc1cc(Cl)c(O)[nH]1. The calculation puts the HOMO-LUMO gap at 7.7 eV.

Electronic structure analysis, Löwdin charges in units of e: number 1, C, carries -0.373; number 2, C, carries 0.012; number 3, C, carries -0.615; number 4, C, carries -0.421; number 5, H, carries 0.122; number 6, H, carries 0.108; number 7, H, carries 0.185; number 8, H, carries 0.193; number 9, N, carries 0.100; number 10, O, carries 0.051; number 11, O, carries 0.011; number 12, Cl, carries 0.626

The following is a DFT calculation (ωB97M-V/def2-TZVPD) of one molecule with the formula C4H4ClNOS in a non-equilibrium geometry.

```
12
Properties=species:S:1:pos:R:3
C -0.20041 -0.54663 -1.29344
C 0.02738 1.00044 1.59468
C -1.26780 0.10117 -0.54096
C 2.09572 -0.76535 -0.40434
N 0.90033 -0.79204 -0.72838
O 0.28985 1.90976 0.85056
S -1.01637 -0.26009 1.28218
Cl 2.73404 -2.10460 0.33168
H -0.20167 -0.72080 -2.42078
H 0.29073 1.04313 2.63083
H -1.32106 1.31435 -0.51469
H -2.33075 -0.17935 -0.78734
```

The total charge is 0. Its relative energy (zero: lowest compared OMol25 entry of this formula, charge and spin) is 296.3 kJ/mol. Its total energy is -31104.638 eV. Its LUMO energy is 0.262 eV. The multiplicity is 1. For the highest occupied orbital energy, the calculation gives -8.44 eV. The calculation puts the HOMO-LUMO gap at 8.7 eV.

Electronic structure analysis, Löwdin charges in units of e: number 1, C, carries -0.211; number 2, C, carries -0.698; number 3, C, carries -0.391; number 4, C, carries -0.595; number 5, N, carries -0.121; number 6, O, carries -0.035; number 7, S, carries 0.971; number 8, Cl, carries 0.630; number 9, H, carries 0.155; number 10, H, carries 0.070; number 11, H, carries 0.139; number 12, H, carries 0.087

The following is a DFT calculation (ωB97M-V/def2-TZVPD) of one molecule with the formula C4H4ClNOS in a non-equilibrium geometry.

```
12
Properties=species:S:1:pos:R:3
C 1.25315 0.18360 -0.04231
C 2.25738 1.00907 -0.01499
C 2.77032 -1.67616 -0.01035
C -0.17736 0.73523 -0.01125
N 1.46517 -1.22444 0.01116
O 3.20685 -2.81995 0.01426
S 3.93952 -0.34979 -0.00493
Cl 2.39215 2.68885 0.00652
H 0.06580 1.86664 -0.05384
H -0.60490 0.35216 0.91380
H -0.76742 0.31302 -0.93041
H 0.85254 -1.79314 0.46306
```

The total charge is 0. Its relative energy (zero: lowest compared OMol25 entry of this formula, charge and spin) is 95.4 kJ/mol. Its total energy is -31106.720 eV. Its LUMO energy is 0.113 eV. The multiplicity is 1. For the highest occupied orbital energy, the calculation gives -9.13 eV. As for the structure (SMILES): Cc1[nH]c(=O)sc1Cl. The calculation puts the HOMO-LUMO gap at 9.2 eV.

Electronic structure analysis, Löwdin charges in units of e: number 1, C, carries -0.446; number 2, C, carries -0.758; number 3, C, carries -0.822; number 4, C, carries -0.033; number 5, N, carries 0.091; number 6, O, carries -0.019; number 7, S, carries 0.924; number 8, Cl, carries 0.695; number 9, H, carries 0.064; number 10, H, carries 0.073; number 11, H, carries 0.119; number 12, H, carries 0.112

The following is a DFT calculation (ωB97M-V/def2-TZVPD) of C4H4CuLi2O5 as an isolated structure in a non-equilibrium geometry.

```
16
Properties=species:S:1:pos:R:3
O 3.85491 -0.57994 -0.23997
C 2.89778 0.21742 -0.08816
O 3.00507 1.45920 -0.23049
Cu 5.55068 1.19228 -0.62164
O 1.69646 -0.31315 0.19915
C 0.54032 0.47166 -0.04655
C -0.65620 -0.43210 0.17202
H 0.54423 0.85381 -1.07685
H 0.50562 1.33118 0.63701
H -0.66100 -1.24227 -0.57138
H -0.64746 -0.87512 1.17824
O -1.80860 0.38689 0.03070
C -3.04930 -0.13228 0.14137
O -3.14693 -1.17251 0.80612
Li -4.76279 -1.72419 1.37258
Li -3.86279 0.55913 -1.66215
```

The total charge is +1. Its relative energy (zero: lowest compared OMol25 entry of this formula, charge and spin) is 32.8 kJ/mol. Its total energy is -59493.117 eV. Its LUMO energy is -4.113 eV. The multiplicity is 1. For the highest occupied orbital energy, the calculation gives -10.96 eV. The calculation puts the HOMO-LUMO gap at 6.8 eV.

Electronic structure analysis, Löwdin charges in units of e: number 1, O, carries -0.029; number 2, C, carries -0.784; number 3, O, carries -0.035; number 4, Cu, carries 0.748; number 5, O, carries 0.015; number 6, C, carries -0.156; number 7, C, carries -0.164; number 8, H, carries 0.139; number 9, H, carries 0.141; number 10, H, carries 0.142; number 11, H, carries 0.137; number 12, O, carries -0.130; number 13, C, carries -0.456; number 14, O, carries -0.203; number 15, Li, carries 0.838; number 16, Li, carries 0.796

The following is a DFT calculation (ωB97M-V/def2-TZVPD) of C4H4CuLiMgO2 as an isolated structure in a non-equilibrium geometry.

```
13
Properties=species:S:1:pos:R:3
O -1.85206 1.01988 -1.67068
C -0.87115 1.69670 -1.22060
C 0.05165 1.79192 -0.30293
Li -3.15659 1.65582 -2.81216
Cu -2.33503 -0.23874 0.04276
H -0.13918 2.77252 -1.49623
C 1.91096 2.75679 1.57188
C 0.61665 3.09670 1.05834
O 2.45773 1.63448 1.34605
H 2.54726 3.55744 1.98288
H 0.58406 4.12298 0.66332
H -0.12948 2.92036 1.85250
Mg 1.56984 0.38091 0.10211
```

The total charge is +2. Its relative energy (zero: lowest compared OMol25 entry of this formula, charge and spin) is 105.0 kJ/mol. Its total energy is -58575.682 eV. Its LUMO energy (spin up / spin down) is -8.120 / -8.121 eV. The multiplicity is 1. For the highest occupied orbital energy (spin up / spin down), the calculation gives -13.84 / -13.84 eV. The calculation puts the HOMO-LUMO gap (spin up / spin down) at 5.7 / 5.7 eV.

Electronic structure analysis, Löwdin charges in units of e: number 1, O, carries -0.242; number 2, C, carries -0.528; number 3, C, carries -0.177; number 4, Li, carries 0.848; number 5, Cu, carries 0.620; number 6, H, carries 0.215; number 7, C, carries -0.156; number 8, C, carries -0.001; number 9, O, carries -0.090; number 10, H, carries 0.171; number 11, H, carries 0.127; number 12, H, carries 0.134; number 13, Mg, carries 1.080

The following is a DFT calculation (ωB97M-V/def2-TZVPD) of C4H4F16K2N2O22S8 as an isolated structure in a non-equilibrium geometry.

```
58
Properties=species:S:1:pos:R:3
K -6.23511 -20.82417 -7.59321
K -10.11118 -22.50447 -10.38759
N -15.33062 -22.51566 -9.92204
S -15.17012 -22.72343 -11.55971
O -14.61776 -23.99225 -11.91546
O -14.89146 -21.58587 -12.37588
F -16.74490 -22.90891 -11.81592
S -14.10888 -21.53544 -9.69083
O -14.36505 -20.14466 -9.75813
O -12.84566 -22.06053 -10.15809
F -13.88570 -21.75230 -8.13014
N -5.48984 -17.08507 -11.22132
S -5.38403 -18.69785 -10.98378
O -4.99602 -19.13618 -9.68142
O -4.94104 -19.47773 -12.09843
F -6.94060 -18.94782 -11.05638
S -3.94530 -16.73196 -11.08156
O -3.00736 -17.35121 -11.97719
O -3.52839 -16.33320 -9.77799
F -4.03263 -15.27311 -11.83555
C -5.69468 -16.97408 -6.12577
F -5.87991 -17.88881 -7.10162
F -4.50970 -16.39872 -6.37257
F -6.63338 -16.04305 -6.25387
S -5.74232 -17.74722 -4.43067
O -4.55436 -18.59985 -4.53321
O -5.58039 -16.59619 -3.56641
O -7.00340 -18.42751 -4.26513
C -10.33424 -19.80583 -6.98477
F -9.71658 -19.24182 -5.95756
F -10.01808 -21.13012 -6.95388
F -11.63933 -19.66763 -6.85623
S -9.64082 -19.03040 -8.51575
O -10.12542 -17.69230 -8.56039
O -8.20218 -19.19014 -8.33026
O -10.12624 -19.89909 -9.60734
C -9.85462 -24.93825 -6.91330
F -10.04673 -23.81136 -7.62561
F -9.36190 -25.86622 -7.76637
F -8.89113 -24.67201 -6.02031
S -11.42004 -25.62103 -6.13330
O -11.53374 -24.83349 -4.92913
O -12.40549 -25.34492 -7.14826
O -11.07963 -27.01362 -5.91204
C -10.65019 -17.90304 -2.38138
F -11.79050 -18.59078 -2.53644
F -10.27884 -17.98183 -1.07940
F -9.75252 -18.58338 -3.10024
S -10.77740 -16.09651 -2.85069
O -12.01678 -15.66432 -2.20767
O -9.55114 -15.49079 -2.39189
O -10.92024 -16.20676 -4.28748
O -12.09842 -17.95769 -11.42748
H -11.79346 -18.84501 -11.19964
H -12.61449 -18.08592 -12.22781
O -7.56738 -21.93537 -5.28457
H -7.03497 -22.54077 -4.76142
H -8.44429 -22.33921 -5.30422
```

The total charge is -4. Its total energy is -215052.592 eV. Its LUMO energy is 5.427 eV. The multiplicity is 1. For the highest occupied orbital energy, the calculation gives -0.20 eV. The calculation puts the HOMO-LUMO gap at 5.6 eV.

Electronic structure analysis, Löwdin charges in units of e: number 1, K, carries 0.875; number 2, K, carries 0.902; number 3, N, carries -0.271; number 4, S, carries 0.499; number 5, O, carries -0.300; number 6, O, carries -0.298; number 7, F, carries -0.229; number 8, S, carries 0.444; number 9, O, carries -0.251; number 10, O, carries -0.397; number 11, F, carries -0.173; number 12, N, carries -0.254; number 13, S, carries 0.469; number 14, O, carries -0.325; number 15, O, carries -0.306; number 16, F, carries -0.180; number 17, S, carries 0.473; number 18, O, carries -0.316; number 19, O, carries -0.276; number 20, F, carries -0.257; number 21, C, carries -0.658; number 22, F, carries 0.061; number 23, F, carries 0.106; number 24, F, carries 0.138; number 25, S, carries 0.441; number 26, O, carries -0.385; number 27, O, carries -0.341; number 28, O, carries -0.308; number 29, C, carries -0.652; number 30, F, carries 0.152; number 31, F, carries 0.078; number 32, F, carries 0.168; number 33, S, carries 0.489; number 34, O, carries -0.250; number 35, O, carries -0.419; number 36, O, carries -0.447; number 37, C, carries -0.636; number 38, F, carries 0.070; number 39, F, carries 0.077; number 40, F, carries 0.104; number 41, S, carries 0.431; number 42, O, carries -0.329; number 43, O, carries -0.321; number 44, O, carries -0.355; number 45, C, carries -0.656; number 46, F, carries 0.100; number 47, F, carries 0.069; number 48, F, carries 0.112; number 49, S, carries 0.429; number 50, O, carries -0.385; number 51, O, carries -0.334; number 52, O, carries -0.336; number 53, O, carries -0.057; number 54, H, carries 0.010; number 55, H, carries 0.016; number 56, O, carries -0.085; number 57, H, carries 0.040; number 58, H, carries 0.033